Computed, not measured: H14O7 as an isolated structure, with the ωB97M-V functional and the def2-TZVPD basis.

Last column: Löwdin charge in e.
Geometry (Å):
O: 0.085 -2.299 -0.883  -0.056
H: -0.742 -1.846 -0.719  0.038
H: -0.049 -3.179 -0.533  0.055
O: 0.350 -0.517 -2.152  -0.088
H: -0.584 -0.676 -2.295  0.024
H: 0.438 -0.442 -1.202  -0.206
O: 0.355 2.003 -0.551  0.042
H: -0.280 2.425 -1.130  0.110
H: 0.146 2.341 0.320  0.065
O: -1.246 -0.925 2.352  -0.032
H: -1.131 -0.144 1.811  -0.271
H: -1.541 -1.600 1.740  0.028
O: -1.119 0.791 1.243  0.116
H: -2.043 1.026 1.171  0.167
H: -0.673 1.619 1.422  0.138
O: 2.814 0.701 -0.419  -0.037
H: 2.846 -0.218 -0.684  0.047
H: 2.348 0.693 0.418  0.022
O: 0.202 -0.245 -0.056  -0.080
H: 0.410 0.647 -0.332  -0.055
H: -0.586 -0.152 0.480  -0.027

Computed properties:
**Net charge**: 0
**HOMO energy**: -8.698 eV



Computed, not measured: a 5-piece molecular cluster, CH12N2O4 overall, with the ωB97M-V functional and the def2-TZVPD basis.

Last column: Löwdin charge in e.
Geometry (Å):
N: -1.354 -1.236 -0.846  0.104
C: -0.175 -1.841 -1.061  -0.355
N: 0.938 -1.201 -0.961  0.031
H: -1.357 -0.263 -0.574  0.077
H: -2.253 -1.537 -1.163  0.096
H: -0.278 -2.911 -1.269  0.123
H: 1.651 -1.775 -1.372  0.032
H: 1.379 1.097 0.901  0.006
H: 1.945 2.302 1.543  0.035
O: 1.309 1.597 1.723  -0.061
H: -1.264 1.603 -2.016  -0.009
H: -2.664 1.952 -2.461  0.038
O: -2.196 1.391 -1.834  -0.085
H: 0.857 0.535 -2.037  0.008
H: 1.158 1.948 -1.634  0.045
O: 0.572 1.456 -2.223  -0.078
H: 0.609 -0.661 5.521  0.031
H: 1.250 -0.659 4.156  0.028
O: 0.695 -1.203 4.729  -0.065

Computed properties:
**Net charge**: 0
**HOMO energy**: -9.443 eV



Computed, not measured: a 2-piece molecular cluster, H2N2O2S overall, with the ωB97M-V functional and the def2-TZVPD basis.

Last column: Löwdin charge in e.
Geometry (Å):
N: -0.901 -1.285 0.099  0.008
N: -1.533 -0.324 -0.187  -0.098
O: 3.104 0.123 0.792  -0.433
O: 0.977 1.106 0.024  -0.476
S: 1.998 0.098 -0.134  0.873
H: -1.119 0.537 -0.310  0.029
H: -2.526 -0.257 -0.283  0.096

Computed properties:
**Net charge**: 0
**HOMO energy**: -8.479 eV



Computed, not measured: the molecule C2H2ClFOS, with the ωB97M-V functional and the def2-TZVPD basis.

Last column: Löwdin charge in e.
Geometry (Å):
C: 0.743 0.538 -0.005  -0.881
C: -0.691 0.131 0.393  -0.669
H: 0.750 -1.599 -0.758  -0.115
H: -0.956 0.862 1.181  0.125
O: 1.164 1.644 0.151  0.035
F: -0.799 -1.171 0.863  -0.076
S: 1.637 -0.629 -0.839  0.934
Cl: -1.849 0.225 -0.986  0.647

Computed properties:
**Net charge**: 0
**HOMO energy**: -10.617 eV



Computed, not measured: the molecule C4H7N3, with the ωB97M-V functional and the def2-TZVPD basis.

Last column: Löwdin charge in e.
Geometry (Å):
C: -2.809 -0.642 0.135  -0.201
C: -0.398 -0.323 -0.098  -0.149
C: 1.755 -1.102 0.068  -0.160
C: -1.704 0.187 0.504  -0.401
N: -3.754 -1.223 -0.165  0.164
N: 0.567 -0.541 0.689  0.018
N: -2.021 1.496 0.059  0.072
H: -0.588 -0.507 -1.177  0.140
H: 2.637 -0.327 0.176  0.115
H: 1.913 -1.436 -0.908  0.037
H: 2.033 -2.066 0.539  0.078
H: -1.462 0.113 1.535  0.135
H: -2.623 1.637 -0.726  0.086
H: -2.145 2.166 0.763  0.066

Computed properties:
**Net charge**: 0
**HOMO energy**: -9.772 eV



Calculated values (eV) of energy for the records, taken in order: -14551.78872 -12402.03408 -17939.82169 -30228.59979 -8729.70578.
Calculated values (Ha) of gap between HOMO and LUMO for the records, taken in order: 0.285 0.369 0.277 0.394 0.392.
Calculated values (eV Å⁻¹) of maximum force for the records, taken in order: 11.05 1.07 3.60 2.02 4.17.